[1]
Density functional theory data (ωB97M-V/def2-TZVPD) for a 2-piece molecular cluster, C6H8NOPS overall.

XYZ file:
```
18
C6H8NOPS | the OMol25 dataset | ωB97M-V/def2-TZVPD
O -2.01471 -0.93957 -1.14807
P -0.75722 -0.14392 -1.61457
S -1.26709 1.42472 -2.82859
C 0.32033 -0.04147 -0.18087
C 1.35709 0.89183 -0.09288
C 1.70187 1.40545 1.14644
C 1.10330 0.96255 2.31479
C 0.17752 -0.06967 2.23475
C -0.19355 -0.60497 1.01214
H 1.91139 1.20236 -0.94950
H 2.54540 2.02468 1.30232
H 1.33337 1.42940 3.27782
H -0.10687 -0.52335 3.12954
H -0.99971 -1.31690 0.96095
N -0.60305 -3.07650 -1.72129
H -0.46959 -3.88530 -2.34078
H -1.54258 -2.92282 -1.31483
H -0.69375 -2.67231 -2.75259
```

Values from the calculation:
**Structure (SMILES)**: O=P(=S)c1ccccc1.N
**HOMO energy**: -9.2899 eV
**Energy above the lowest of the compared OMol25 structures with the same formula, charge and spin**: 48.6 kcal/mol
**E_LUMO**: -1.777 eV
**E_tot**: -30011.8080 eV



[2]
Density functional theory data (ωB97M-V/def2-TZVPD) for C37H36N4O4STi as an isolated structure.

XYZ file:
```
83
C37H36N4O4STi | the OMol25 dataset | ωB97M-V/def2-TZVPD
Ti 0.24134 -0.71913 -0.42837
O 1.29912 0.03331 -1.86602
C 1.00072 0.31774 -3.10957
C 1.74964 1.28162 -3.79620
C 1.47247 1.62810 -5.11056
C 0.43289 0.99702 -5.79253
C -0.29449 0.01108 -5.14080
C -0.03989 -0.36806 -3.81605
C -0.70658 -1.52810 -3.26517
N -0.48535 -1.91666 -2.02386
N -0.79661 -3.18218 -1.69256
C -0.17887 -3.52192 -0.54667
O 0.59450 -2.66873 0.11118
C -0.25456 -4.86687 -0.06642
C -1.14452 -5.83247 -0.62028
C -1.21991 -7.11114 -0.11007
C -0.42618 -7.51090 0.98002
C 0.44117 -6.56634 1.54077
C 0.53134 -5.27557 1.04601
H 2.54839 1.76049 -3.24217
H 2.06477 2.39316 -5.60162
H 0.20189 1.26266 -6.81761
H -1.08711 -0.50855 -5.67301
H -1.26260 -2.18916 -3.92684
H -1.76303 -5.53410 -1.45776
H -1.91155 -7.81724 -0.56083
H -0.48612 -8.51922 1.37176
H 1.06214 -6.84842 2.38648
H 1.19711 -4.54695 1.49052
C 1.39745 2.87462 2.66742
N 0.20857 2.62813 1.88724
C -0.88719 3.44522 2.33622
C 0.48914 2.81098 0.46289
C -0.69551 2.49625 -0.41867
C -1.43693 3.57620 -0.89589
C -2.59056 3.38335 -1.64960
C -2.99562 2.08301 -1.90795
C -2.22862 1.01623 -1.44076
C -1.03703 1.14581 -0.69966
H 1.68908 3.94485 2.65028
H 2.22608 2.28558 2.27933
H 1.23877 2.58449 3.71012
H -0.69599 4.53041 2.19348
H -1.05331 3.27789 3.40597
H -1.79968 3.19750 1.79165
H 1.31735 2.15115 0.20443
H 0.81302 3.85985 0.29977
H -1.10657 4.58832 -0.66956
H -3.15625 4.23023 -2.02392
H -3.89102 1.89316 -2.49304
H -2.56998 0.01408 -1.69686
C 2.52836 -1.06443 3.25632
O 1.49345 -0.73026 2.37167
C 1.91024 -0.36719 0.98936
O 3.10485 -0.22036 0.88831
H 2.06204 -1.55731 4.11679
H 3.07448 -0.17885 3.60933
H 3.25905 -1.73578 2.79862
N -1.35058 -1.03943 0.94181
S -1.45011 -2.33101 1.84315
C -1.05688 -1.80972 3.53784
C -0.90628 -2.77916 4.50636
C -0.62519 -2.38107 5.81461
C -0.49748 -1.03442 6.10581
C -0.62473 -0.07689 5.10863
C -0.89940 -0.46624 3.79930
C -3.19310 -2.64521 2.12711
C -4.05168 -1.70231 2.65572
C -5.38858 -2.04089 2.84132
C -5.82895 -3.31462 2.50490
C -4.96084 -4.24921 1.97661
C -3.61627 -3.91146 1.78433
H -2.04743 -0.33066 1.14158
H -0.99493 -3.82969 4.24807
H -0.49826 -3.12757 6.58875
H -0.26864 -0.72298 7.11920
H -0.48469 0.97330 5.33291
H -0.90476 0.25087 2.98250
H -3.69272 -0.71349 2.92145
H -6.07475 -1.31096 3.25126
H -6.87048 -3.57627 2.65557
H -5.30762 -5.23799 1.70610
H -2.91338 -4.61820 1.35172
```

Values from the calculation:
**Net charge**: -2
**2S+1**: 3
**HOMO energy (alpha / beta)**: 1.2462 / -1.5725 eV
**Energy above the lowest of the compared OMol25 structures with the same formula, charge and spin**: 7.8 kcal/mol
**E_LUMO (alpha / beta)**: 4.113 / 4.111 eV
**E_tot**: -87053.6509 eV



[3]
Density functional theory data (ωB97M-V/def2-TZVPD) for a 5-piece molecular cluster, C50H96BrClF8N5O6 overall.

XYZ file:
```
167
C50H96BrClF8N5O6 | the OMol25 dataset | ωB97M-V/def2-TZVPD
C 0.66778 -4.80877 -1.47179
C 0.89191 -3.56728 -1.05462
C 0.92046 -2.08331 -0.36003
C -0.47265 -1.39277 -0.75690
C -0.45397 0.25687 -0.80791
C -0.34474 0.97997 0.64306
O -0.75957 -0.11226 1.42558
C -1.75601 -0.24101 2.36602
C -3.23487 -0.62990 1.74972
C 1.22049 1.01887 1.22673
F 1.38127 -0.16805 2.11917
C 2.55031 0.97531 0.41675
C 2.76880 1.54069 -1.04462
C 3.97740 2.64081 -1.22283
O 5.19872 2.27789 -0.52785
C 6.33405 3.04537 -0.97570
C 7.28314 3.76639 0.16020
O 6.70578 3.18514 -2.19427
C 0.90551 2.13790 2.41336
Br 2.43183 2.42336 3.61969
C -0.12029 3.32615 1.87897
C 0.95648 4.26095 1.04787
C 1.99846 5.19395 1.85001
C 3.57823 4.89174 1.46267
C 4.44060 5.33909 2.78432
O 4.29496 6.49030 3.34320
O 5.35181 4.38692 3.36370
C -0.86827 4.16728 2.98307
F -2.32808 4.03616 3.12091
F -0.81715 5.60514 2.65799
C -0.49361 4.08758 4.54109
F 0.68914 4.75024 4.97959
F -0.44502 2.73610 5.10511
C -1.63664 4.74463 5.54321
F -0.93274 4.98383 6.80581
F -2.11678 6.01790 5.15584
F -2.65189 3.78998 5.92319
N -0.85922 2.43999 0.82900
Cl -0.59369 2.95239 -0.86669
C -2.35375 2.43938 0.70824
C -3.22196 3.63498 0.14271
C -2.79596 5.16188 0.29939
O -3.68299 3.48212 -1.26622
H 0.29620 -5.90929 -1.49856
H 1.06707 -2.29140 0.75889
H 1.78897 -1.53443 -0.87377
H -1.41890 -1.83457 -0.28480
H -0.59731 -1.65051 -1.89696
H -1.47293 0.42170 -1.36116
H 0.36410 0.46748 -1.57089
H -1.86515 0.71233 3.03943
H -1.53245 -1.09920 3.12781
H -4.08451 -0.03498 2.27528
H -3.26689 -0.48681 0.60519
H -3.41519 -1.75158 1.95357
H 2.89242 -0.14578 0.39749
H 3.38739 1.46405 1.07974
H 3.11802 0.65936 -1.73251
H 1.87975 2.00136 -1.60411
H 4.23120 2.58646 -2.36434
H 3.60473 3.71439 -1.04799
H 6.97115 3.51155 1.23719
H 8.34648 3.34109 -0.03247
H 7.36085 4.90828 0.00768
H 0.24314 1.47202 3.11792
H 0.41964 5.06707 0.39271
H 1.69381 3.60896 0.41505
H 1.97969 5.15919 2.98491
H 1.89304 6.33010 1.58575
H 3.69695 3.75414 1.34855
H 3.88406 5.49889 0.53625
H 5.07856 3.47520 3.05424
H -2.69700 1.53573 0.04328
H -2.84127 2.11758 1.72494
H -4.25569 3.57581 0.70387
H -1.69242 5.42634 0.18956
H -3.35831 5.77542 -0.52094
H -3.24490 5.55345 1.30410
H -4.07919 2.57518 -1.30293
C -7.55507 -6.52698 3.98714
C -7.04088 -5.19229 4.51549
N -5.73529 -4.81310 3.98013
C -5.11401 -3.70279 4.69931
C -5.81741 -2.34816 4.65091
C -5.62529 -4.75088 2.52495
C -6.57643 -3.81911 1.77950
H -6.82410 -7.32453 4.14763
H -8.47367 -6.80450 4.51193
H -7.79144 -6.47968 2.92066
H -6.95837 -5.29359 5.60403
H -7.79702 -4.42046 4.32965
H -4.08137 -3.57770 4.35155
H -5.01797 -3.99470 5.75207
H -5.69726 -1.86434 3.67914
H -5.37358 -1.67821 5.39516
H -6.88283 -2.42275 4.87747
H -5.76349 -5.76345 2.12941
H -4.59431 -4.49718 2.24870
H -7.61006 -3.90889 2.12410
H -6.56898 -4.06565 0.71297
H -6.27047 -2.77531 1.86444
C -0.88600 -9.34660 -5.77427
C 0.44125 -8.60552 -5.65473
N 0.86672 -8.38299 -4.27491
C 1.96618 -7.42586 -4.15447
C 3.30644 -7.80493 -4.77985
C 0.97908 -9.57231 -3.43320
C 1.91259 -10.68645 -3.89790
H -1.67236 -8.84548 -5.20245
H -1.20107 -9.37658 -6.82130
H -0.80818 -10.38081 -5.42836
H 0.30538 -7.63264 -6.14183
H 1.20194 -9.14169 -6.23393
H 2.12574 -7.18765 -3.09615
H 1.63998 -6.48039 -4.60506
H 3.82625 -8.56484 -4.19344
H 3.95895 -6.92593 -4.80793
H 3.20153 -8.16305 -5.80599
H -0.02302 -9.99911 -3.31138
H 1.26483 -9.27310 -2.41738
H 1.78754 -10.92525 -4.95732
H 1.70090 -11.60001 -3.33370
H 2.95991 -10.43980 -3.71799
C 13.18309 5.08572 0.51398
C 11.82013 4.97864 -0.16115
N 11.44849 6.16737 -0.92426
C 10.03997 6.18748 -1.31589
C 9.55595 5.10293 -2.27576
C 12.39008 6.59294 -1.95746
C 12.74766 5.58944 -3.05018
H 13.24680 5.98195 1.13759
H 13.34707 4.21723 1.15851
H 13.99811 5.10869 -0.21429
H 11.08274 4.82840 0.63676
H 11.79952 4.07407 -0.78056
H 9.79528 7.16837 -1.73990
H 9.43603 6.12235 -0.40185
H 9.90254 5.28202 -3.29514
H 8.46162 5.10384 -2.30818
H 9.86735 4.10194 -1.96953
H 13.31884 6.90247 -1.46498
H 12.02143 7.51184 -2.42894
H 12.97307 4.59655 -2.65193
H 13.63869 5.93294 -3.58470
H 11.95206 5.49502 -3.79066
C -7.61132 -0.69662 0.48527
C -8.29256 0.21078 -0.53336
N -8.47381 -0.41050 -1.84225
C -8.84576 0.54121 -2.88931
C -10.18910 1.25392 -2.75352
C -9.20322 -1.67688 -1.86121
C -10.61503 -1.69269 -1.28222
H -6.66019 -1.07862 0.10228
H -7.40205 -0.13526 1.40111
H -8.24225 -1.54542 0.76131
H -7.65248 1.09399 -0.64893
H -9.24193 0.56540 -0.11559
H -8.80887 0.04081 -3.86386
H -8.06204 1.30723 -2.94131
H -11.02465 0.58906 -2.97966
H -10.23927 2.08003 -3.47044
H -10.33713 1.67925 -1.75873
H -8.60722 -2.42129 -1.32060
H -9.23833 -2.06066 -2.88777
H -10.68074 -1.17820 -0.31977
H -10.93112 -2.72737 -1.11757
H -11.33883 -1.24640 -1.96548
```

Values from the calculation:
**Net charge**: +1
**HOMO energy**: -9.2927 eV
**E_LUMO**: -5.120 eV
**E_tot**: -177422.2658 eV



[4]
Density functional theory data (ωB97M-V/def2-TZVPD) for C2H3O2Se as an isolated structure.

XYZ file:
```
8
C2H3O2Se | the OMol25 dataset | ωB97M-V/def2-TZVPD
C 2.44501 -0.12246 0.68836
C -1.30154 0.32968 -1.16354
O 2.38569 0.46158 -0.28517
O 2.56954 -0.72174 1.64549
Se -0.63120 0.33921 0.53800
H -2.22550 0.90488 -1.50398
H -1.34242 -0.62461 -1.72814
H -1.89960 -0.56655 1.80898
```

Values from the calculation:
**Net charge**: -1
**HOMO energy (alpha / beta)**: -2.1218 / -2.1225 eV
**Energy above the lowest of the compared OMol25 structures with the same formula, charge and spin**: 70.1 kcal/mol
**E_LUMO (alpha / beta)**: 3.434 / 3.434 eV
**E_tot**: -71562.4066 eV